Record 1
Here is a 2-piece molecular cluster, C5H12O2 overall from the Open Molecules 2025 dataset. Energies are from the ωB97M-V functional and the def2-TZVPD basis.

Computed properties:
- 2S+1 = 1
- relative energy (zero: lowest compared OMol25 entry of this formula, charge and spin) (kJ/mol) = 378.0
- lowest unoccupied orbital energy (eV) = 0.784
- electronic energy (eV) = -9471.2176
- E_HOMO (eV) = -8.16
- strongest force on any atom (eV Å⁻¹) = 0.46
- molecular weight (g mol⁻¹) = 104.1
- total charge = 0

```
19
C5H12O2 | the Open Molecules 2025 dataset | the ωB97M-V functional and the def2-TZVPD basis
C -1.3193 -0.5513 1.4053
O -0.1462 -0.3597 0.6357
C -0.2665 0.5685 -0.4529
C -0.6931 1.9517 0.0196
C 1.0996 0.5990 -1.1211
C 1.9654 -2.8209 -0.3767
O 0.6656 -2.7155 -0.4551
H -1.5728 0.3478 1.9779
H -1.1063 -1.3613 2.1061
H -2.1747 -0.8304 0.7735
H -1.0217 0.1758 -1.1536
H 0.0165 2.3348 0.7608
H -1.6955 1.9528 0.4577
H -0.7070 2.6370 -0.8336
H 1.8635 0.8462 -0.3753
H 1.1238 1.3574 -1.9094
H 1.3496 -0.3680 -1.5667
H 2.3089 -1.8809 0.1570
H 0.3103 -1.8831 -0.0491
```

These are the Löwdin partial charges, in e, on atoms 1 to 4: number 1, C, carries -0.084; number 2, O, carries -0.227; number 3, C, carries -0.447; number 4, C, carries -0.053

Record 2
Here is a 2-piece molecular cluster, C28H43ClNO7S overall at a distorted geometry from the Open Molecules 2025 dataset. Energies are from the ωB97M-V functional and the def2-TZVPD basis.

Computed properties:
- 2S+1 = 1
- lowest unoccupied orbital energy (eV) = 0.603
- electronic energy (eV) = -68900.5778
- E_HOMO (eV) = -5.89
- strongest force on any atom (eV Å⁻¹) = 4.80
- molecular weight (g mol⁻¹) = 573.2
- total charge = -1

```
81
C28H43ClNO7S | the Open Molecules 2025 dataset | the ωB97M-V functional and the def2-TZVPD basis
C 5.1273 -5.0876 -0.8924
C 4.6101 -3.7411 -0.1805
C 3.5117 -3.0511 -1.1625
C 4.3692 -2.1607 -2.2254
C 4.5605 -0.6835 -1.5947
C 6.1427 -0.4176 -1.4109
C 6.4103 0.6235 -0.1902
C 5.8294 2.0986 -0.4893
C 5.5100 2.8818 0.8827
C 4.1647 2.4034 1.6168
C 2.9188 2.7061 0.6390
C 1.5491 2.6175 1.5199
C 0.3599 2.1833 0.5009
C -1.0879 2.1609 1.2484
C -2.3099 2.1757 0.2155
C -2.2653 2.8973 -1.1773
C -3.4983 2.9326 -2.1589
C -3.2728 3.7272 -3.5213
C -4.8270 2.2231 -1.7624
C -6.1251 2.2577 -2.6862
C -6.5648 0.8427 -3.2838
O -7.8131 0.6599 -3.4301
C -4.8470 1.4907 -0.4056
C -3.6333 1.4571 0.5601
C -4.0910 0.5921 1.8088
O -3.2818 0.0829 2.6128
N -5.5768 0.4991 1.7571
C -5.8928 -0.8089 2.4185
S -7.7096 -1.2027 2.5213
C -8.0441 -2.4967 1.2027
C -9.1203 -3.5995 1.6766
C -5.9740 0.6619 0.3467
O -6.9664 0.2363 -0.2863
H 4.8796 -5.9709 -0.2096
H 6.2685 -5.0992 -1.0829
H 4.6384 -5.2138 -1.9240
H 5.5023 -3.0145 -0.1644
H 4.2400 -3.8728 0.8873
H 2.7745 -2.3791 -0.5908
H 2.8689 -3.8490 -1.6922
H 5.4016 -2.6722 -2.3145
H 3.9096 -2.1656 -3.2715
H 4.1007 0.0740 -2.3121
H 4.0814 -0.6785 -0.5473
H 6.5456 -0.0233 -2.4034
H 6.6551 -1.4034 -1.0914
H 6.0712 0.1850 0.8126
H 7.5588 0.7479 -0.1266
H 6.6696 2.6768 -1.0282
H 4.9206 2.0484 -1.1870
H 5.5543 4.0034 0.6624
H 6.3809 2.6735 1.6178
H 4.0249 3.0734 2.5399
H 4.1883 1.3158 1.9723
H 2.9565 1.9256 -0.1942
H 3.0254 3.7441 0.1499
H 1.3583 3.7004 1.8691
H 1.6548 1.8950 2.4027
H 0.3971 2.9619 -0.3461
H 0.5532 1.1339 0.0629
H -1.1604 1.2751 1.9637
H -1.1174 3.1449 1.8577
H -1.3156 3.4412 -1.4780
H -3.0379 4.8346 -3.3082
H -4.1425 3.6802 -4.2549
H -2.3520 3.3231 -4.0920
H -6.9930 2.7412 -2.1016
H -5.9544 2.9562 -3.5906
H -5.8692 -0.0247 -3.5434
H -5.5313 -0.7208 3.5115
H -5.3486 -1.7028 1.9522
H -7.0822 -3.0485 0.8885
H -8.4879 -2.0006 0.2606
H -8.6146 -4.4672 2.2467
H -9.6570 -4.1016 0.7851
H -9.9646 -3.1272 2.3036
O 2.9532 -2.7934 3.0168
Cl 3.4569 -3.8365 3.8887
O 2.3562 -4.6592 4.3437
O 4.1158 -3.2360 5.0294
O 4.4043 -4.6570 3.1601
```

These are the Löwdin partial charges, in e, on atoms 1 to 4: number 1, C, carries -0.133; number 2, C, carries -0.223; number 3, C, carries -0.209; number 4, C, carries -0.216

Record 3
Here is C20H19Cl5N4NaO3S2 as an isolated structure at a distorted geometry from the Open Molecules 2025 dataset. Energies are from the ωB97M-V functional and the def2-TZVPD basis.

Computed properties:
- 2S+1 = 1
- relative energy (zero: lowest compared OMol25 entry of this formula, charge and spin) (kJ/mol) = 96.4
- lowest unoccupied orbital energy (eV) = 2.102
- electronic energy (eV) = -121856.3479
- E_HOMO (eV) = -4.74
- strongest force on any atom (eV Å⁻¹) = 1.64
- molecular weight (g mol⁻¹) = 627.8
- total charge = -1

```
54
C20H19Cl5N4NaO3S2 | the Open Molecules 2025 dataset | the ωB97M-V functional and the def2-TZVPD basis
Na 0.3973 0.0367 -0.7451
Cl -1.1185 -7.4214 0.6267
C -0.6325 -5.7969 0.2445
C -1.3774 -4.7049 0.6951
Cl -2.7977 -4.9833 1.6522
C -1.0029 -3.4065 0.3928
Cl -1.9222 -2.0427 0.9641
C 0.1539 -3.1060 -0.3962
O 0.4911 -1.9218 -0.6761
C 0.8928 -4.2481 -0.8300
Cl 2.3142 -3.9343 -1.7817
C 0.5079 -5.5457 -0.5202
Cl 1.4619 -6.8806 -1.0956
C 3.6569 1.4516 -2.3311
C 2.1769 1.6965 -2.0870
O 1.3815 0.8309 -2.4253
C 1.7612 2.9559 -1.4235
C 2.6100 4.0723 -1.4785
C 2.2846 5.2746 -0.8867
C 1.0745 5.3560 -0.1746
C 0.2301 4.2752 -0.0683
C 0.5266 3.0207 -0.6905
O -0.2596 2.0159 -0.5494
H 3.7986 0.3896 -2.5164
H 4.2648 1.7745 -1.4855
H 3.9922 2.0033 -3.2159
H 3.5464 3.9917 -2.0236
H 2.9455 6.1284 -0.9636
H 0.8014 6.2893 0.3092
H -0.6987 4.3406 0.4910
S 1.6281 -0.2301 2.1618
C 0.5134 0.6157 3.0797
N 0.1947 1.9210 2.9482
C -0.9192 2.3355 3.7969
C -1.2319 1.0458 4.5925
N -0.2043 0.1211 4.1149
H 0.4118 2.3693 2.0718
H -1.7698 2.6475 3.1955
H -0.6232 3.1492 4.4564
H -2.2267 0.6704 4.3712
H -1.1504 1.2037 5.6660
H -0.3011 -0.8783 4.1652
S -3.3644 0.9075 1.6654
C -3.5007 1.0039 -0.0096
N -2.9711 1.9640 -0.8064
C -3.1537 1.6253 -2.2279
C -3.9628 0.3090 -2.2026
N -4.1799 0.1235 -0.7735
H -2.0114 2.2529 -0.5659
H -2.1792 1.4998 -2.6996
H -3.6893 2.4104 -2.7562
H -3.4108 -0.5269 -2.6300
H -4.9042 0.4044 -2.7362
H -4.4255 -0.7601 -0.3612
```

These are the Löwdin partial charges, in e, on atoms 1 to 4: number 1, Na, carries 0.294; number 2, Cl, carries 0.606; number 3, C, carries -0.731; number 4, C, carries -0.708

Record 4
Here is a 2-piece molecular cluster, C4H8O2 overall from the Open Molecules 2025 dataset. Energies are from the ωB97M-V functional and the def2-TZVPD basis.

Computed properties:
- 2S+1 = 1
- relative energy (zero: lowest compared OMol25 entry of this formula, charge and spin) (kJ/mol) = 431.5
- lowest unoccupied orbital energy (eV) = 0.065
- electronic energy (eV) = -8368.8100
- E_HOMO (eV) = -8.81
- strongest force on any atom (eV Å⁻¹) = 0.70
- molecular weight (g mol⁻¹) = 88.1
- total charge = 0

```
14
C4H8O2 | the Open Molecules 2025 dataset | the ωB97M-V functional and the def2-TZVPD basis
C 2.0792 -0.2613 -0.5510
O 1.1455 0.0123 0.5136
C 0.3240 0.9846 0.2660
C -1.5792 -0.7852 -0.5492
C -0.5204 1.3582 1.4204
O -1.7289 1.3818 1.5215
H 2.9615 -0.7078 -0.0926
H 1.6140 -0.9657 -1.2459
H 2.3183 0.6716 -1.0642
H -0.9903 0.1004 -0.8337
H -1.9848 -1.1974 -1.4695
H -0.9336 -1.5113 -0.0475
H -2.3687 -0.4662 0.1292
H 0.1349 1.8557 2.1762
```

These are the Löwdin partial charges, in e, on atoms 1 to 4: number 1, C, carries -0.040; number 2, O, carries -0.131; number 3, C, carries -0.054; number 4, C, carries -0.027

Record 5
Here is a 2-piece molecular cluster, C2H4N2O overall at a distorted geometry from the Open Molecules 2025 dataset. Energies are from the ωB97M-V functional and the def2-TZVPD basis.

Computed properties:
- 2S+1 = 1
- relative energy (zero: lowest compared OMol25 entry of this formula, charge and spin) (kJ/mol) = 419.6
- lowest unoccupied orbital energy (eV) = 0.924
- electronic energy (eV) = -7162.1305
- E_HOMO (eV) = -8.76
- strongest force on any atom (eV Å⁻¹) = 2.38
- molecular weight (g mol⁻¹) = 72.1
- total charge = 0

```
9
C2H4N2O | the Open Molecules 2025 dataset | the ωB97M-V functional and the def2-TZVPD basis
C 1.4499 0.9413 -0.5902
C -2.0882 -0.8837 -0.1322
N -1.3476 -0.3998 2.0626
N -1.8727 -0.6122 0.9767
O 0.6851 1.2602 0.2879
H 1.4578 -0.1519 -1.1145
H -2.8595 -1.3839 -0.6083
H 2.3139 1.5632 -0.9635
H -1.7486 0.4537 2.4028
```

These are the Löwdin partial charges, in e, on atoms 1 to 4: number 1, C, carries -0.165; number 2, C, carries 0.079; number 3, N, carries 0.078; number 4, N, carries -0.237

Record 6
Here is a 4-piece molecular cluster, C3H13O3S overall from the Open Molecules 2025 dataset. Energies are from the ωB97M-V functional and the def2-TZVPD basis.

Computed properties:
- 2S+1 = 1
- relative energy (zero: lowest compared OMol25 entry of this formula, charge and spin) (kJ/mol) = 94.9
- lowest unoccupied orbital energy (eV) = 2.441
- electronic energy (eV) = -20300.7286
- E_HOMO (eV) = -2.79
- strongest force on any atom (eV Å⁻¹) = 0.76
- molecular weight (g mol⁻¹) = 129.2
- total charge = -1

```
20
C3H13O3S | the Open Molecules 2025 dataset | the ωB97M-V functional and the def2-TZVPD basis
C -1.9461 0.1740 0.2282
C -2.5306 -0.6727 1.3497
C -1.4994 -1.1218 2.3779
S -0.4988 0.1932 3.1678
H -1.2966 -0.4287 -0.4000
H -2.7059 0.6143 -0.4258
H -1.3456 1.0124 0.5982
H -2.9178 -1.5719 0.8660
H -3.3239 -0.1236 1.8440
H -2.0408 -1.6408 3.1726
H -0.8092 -1.8153 1.8969
H 2.0462 0.4450 -2.2415
H 3.0211 0.0792 -3.3194
O 2.5379 0.8381 -2.9774
H 1.1740 0.3242 1.5605
H 1.0139 1.4519 0.6160
O 1.6311 0.7312 0.7816
H 2.1660 -1.2916 -6.0625
H 1.1789 -0.5536 -6.9396
O 1.9742 -0.4081 -6.4114
```

These are the Löwdin partial charges, in e, on atoms 1 to 4: number 1, C, carries -0.168; number 2, C, carries -0.371; number 3, C, carries -0.749; number 4, S, carries 0.203